Below is one molecule with the formula C30H33N3O2, with properties calculated with ωB97M-V/def2-TZVPD.

Structure (XYZ):
```
68
Properties=species:S:1:pos:R:3:forces:R:3
C -3.396 0.915 -3.558 0.1 -0.1 0.2
C -2.179 1.694 -3.091 -0.2 -0.4 -1.0
O -1.103 0.699 -3.013 -0.1 0.0 0.1
C 0.040 1.226 -2.595 0.2 0.8 0.9
C 1.110 0.246 -1.999 -2.3 -1.8 -1.7
C 2.433 0.573 -2.753 0.1 -0.3 2.0
C 2.910 1.886 -2.869 0.6 0.4 0.1
C 4.190 2.143 -3.371 -0.4 -0.1 0.2
C 4.991 1.084 -3.782 0.3 -0.1 -0.1
C 6.342 1.337 -4.255 1.6 0.2 -0.7
N 7.426 1.520 -4.652 -2.1 -0.3 0.8
C 4.536 -0.234 -3.666 0.1 0.0 0.2
C 3.272 -0.486 -3.122 0.4 -0.3 -0.1
O 0.175 2.442 -2.568 0.3 -1.1 0.3
H -4.275 1.559 -3.666 0.2 0.0 0.2
H -3.214 0.446 -4.545 0.0 0.2 0.6
H -3.592 0.157 -2.790 -0.2 -0.1 -0.4
H -1.944 2.487 -3.813 0.3 -0.3 0.3
H -2.259 2.127 -2.097 -0.3 0.1 0.0
H 0.850 -0.816 -2.196 0.0 0.6 -0.8
H 2.345 2.739 -2.495 0.0 -0.5 -0.2
H 4.595 3.155 -3.386 -0.2 -0.2 -0.1
H 5.248 -1.023 -3.928 -0.5 0.1 0.1
H 2.993 -1.530 -2.902 0.0 0.7 -0.3
C -7.611 -0.205 2.168 0.5 0.0 0.0
N -6.680 0.866 2.519 -1.0 0.4 -0.3
C -7.048 1.515 3.754 0.1 -0.1 0.0
C -5.396 0.990 1.999 1.8 -0.5 -0.8
C -4.902 2.194 1.425 -0.6 -0.5 0.2
C -3.618 2.295 0.883 0.2 -0.6 0.4
C -2.707 1.206 0.905 -1.6 -0.2 1.0
C -1.346 1.302 0.398 1.1 -0.2 -0.1
C -0.514 0.256 0.256 -0.1 -0.4 -1.1
C 0.865 0.262 -0.376 2.4 2.7 -0.2
C 1.884 -0.596 0.402 -0.5 -0.3 0.1
C 3.245 -0.268 0.387 0.1 -0.5 -0.2
C 4.230 -1.096 0.932 -0.5 -0.1 0.2
C 3.869 -2.223 1.715 -0.4 0.4 -0.7
N 4.827 -3.005 2.337 0.0 -0.1 0.4
C 4.481 -3.859 3.470 -0.4 0.1 -0.4
C 6.205 -3.133 1.897 0.0 0.2 -0.1
C 2.477 -2.497 1.830 0.5 -0.2 0.2
C 1.514 -1.736 1.158 0.6 0.3 -0.1
C -3.198 0.013 1.486 -0.2 -0.1 0.0
C -4.501 -0.111 1.982 -0.1 0.3 -0.1
H -7.592 -0.413 1.089 0.2 0.0 0.3
H -7.437 -1.139 2.735 0.0 0.1 -0.2
H -8.623 0.141 2.420 0.2 -0.1 -0.1
H -6.488 2.435 3.956 -0.1 -0.2 -0.3
H -8.110 1.745 3.649 0.0 0.2 0.5
H -6.882 0.833 4.607 -0.2 0.2 0.1
H -5.608 3.029 1.375 0.4 -0.1 0.0
H -3.312 3.251 0.465 0.0 -0.1 0.0
H -0.973 2.299 0.170 -0.1 -0.1 -0.3
H -0.860 -0.734 0.582 0.1 0.5 -0.4
H 1.240 1.309 -0.495 -0.2 -0.1 2.2
H 3.540 0.658 -0.099 0.1 -0.2 -0.1
H 5.277 -0.854 0.765 -0.3 0.1 0.2
H 3.809 -3.312 4.168 0.4 -0.4 -0.4
H 3.974 -4.801 3.144 0.4 0.5 0.4
H 5.436 -4.089 3.968 -0.6 -0.1 0.1
H 6.577 -2.266 1.342 -0.2 -0.1 0.2
H 6.818 -3.242 2.792 0.2 0.1 -0.1
H 6.379 -4.018 1.271 -0.1 0.0 0.0
H 2.178 -3.353 2.456 0.0 0.5 -0.5
H 0.473 -2.048 1.252 0.3 0.1 -0.1
H -2.545 -0.865 1.601 -0.3 0.5 -0.2
H -4.837 -1.084 2.370 0.2 0.5 -0.1
```
Forces are in eV/Å.

Results
ΔE to the lowest compared entry with this formula, charge and spin, kcal per mole: 0.0
Orbital gap, eV: 7.679
E_LUMO, eV: 0.14
HOMO energy, eV: -7.53



Below is a 2-piece molecular cluster, C8H8N3O overall, with properties calculated with ωB97M-V/def2-TZVPD.

Structure (XYZ):
```
20
Properties=species:S:1:pos:R:3:forces:R:3
C 3.565 2.156 0.771 -0.1 1.5 -0.4
C -2.818 -0.106 -0.507 0.3 0.0 1.0
C -2.349 -0.673 0.664 0.1 -1.0 1.0
C -1.846 0.422 -1.339 0.4 -0.8 0.3
C -1.000 -1.002 0.793 -1.1 0.2 0.9
C -0.525 0.082 -1.135 -0.1 -0.5 -1.1
C 3.431 1.068 0.037 0.0 -0.9 0.2
C 3.290 -0.345 -0.157 -0.9 1.9 0.5
N 3.644 3.354 1.003 -1.2 -3.0 -3.8
N -0.113 -0.652 -0.123 0.1 -0.3 0.9
N 2.464 -1.309 -0.168 0.6 2.5 0.6
O 4.527 0.138 -0.354 -0.3 -1.1 -0.1
H -3.892 -0.216 -0.596 0.0 1.0 -0.7
H -3.081 -0.934 1.460 0.9 -0.1 -0.7
H -1.961 0.970 -2.218 -1.0 0.7 -1.3
H -0.635 -1.591 1.603 0.2 -0.1 0.6
H 0.147 0.068 -1.966 0.6 1.0 -0.3
H 3.974 3.728 1.800 1.2 1.5 3.8
H 0.943 -0.947 -0.003 -0.6 0.0 -0.6
H 2.884 -2.181 -0.165 1.0 -2.3 -0.5
```
Forces are in eV/Å.

Results
Net charge: +1
ΔE to the lowest compared entry with this formula, charge and spin, kcal per mole: 67.3
Orbital gap, eV: 8.733
E_LUMO, eV: -3.87
HOMO energy, eV: -12.61



Below is C19H20BrN3O9Rb as an isolated structure, with properties calculated with ωB97M-V/def2-TZVPD.

Structure (XYZ):
```
53
Properties=species:S:1:pos:R:3:forces:R:3
Rb 0.027 0.218 0.360 -0.1 0.2 -0.4
O 3.018 1.997 1.361 -0.1 0.0 0.1
C 3.953 1.290 2.133 0.0 0.0 -0.1
C 3.418 0.000 2.754 -0.1 0.1 0.0
N 2.726 -0.857 1.804 0.0 0.1 0.0
C 3.475 -1.218 0.587 -0.1 0.1 -0.1
C 2.597 -0.815 -0.628 -0.2 -0.1 0.4
O 1.885 -1.691 -1.145 0.2 -0.1 -0.1
O 2.533 0.428 -0.857 0.3 0.1 0.0
C 2.016 -1.964 2.421 -0.2 -0.2 0.2
C 0.605 -1.564 2.858 0.0 0.2 -0.2
O 0.542 -0.779 3.918 0.0 0.0 0.0
O -0.370 -1.876 2.201 0.0 -0.2 0.1
H 2.857 1.478 0.539 0.1 0.0 -0.1
H 4.265 1.942 2.952 0.0 0.0 0.0
H 4.855 1.073 1.546 0.0 0.0 0.0
H 2.705 0.260 3.535 0.0 0.0 0.0
H 4.266 -0.523 3.237 0.0 0.0 0.0
H 3.711 -2.285 0.566 0.0 0.0 0.0
H 4.409 -0.659 0.556 0.0 0.0 0.0
H 2.547 -2.406 3.279 0.1 0.1 0.0
H 1.872 -2.738 1.670 0.0 0.0 0.0
O -1.871 0.356 3.867 0.0 0.0 -0.1
C -2.072 0.740 2.681 0.1 -0.2 -0.3
O -1.512 1.643 2.049 -0.1 0.1 0.4
C -3.095 -0.100 1.880 -0.2 0.0 0.2
C -3.886 -1.025 2.561 0.0 0.0 -0.1
C -4.793 -1.784 1.848 0.0 0.0 0.0
C -4.883 -1.603 0.473 0.0 0.1 -0.1
C -4.061 -0.651 -0.114 0.1 -0.1 0.1
N -3.181 0.079 0.564 0.0 0.2 0.1
C -4.175 -0.357 -1.589 0.0 0.0 0.0
O -4.101 -1.437 -2.401 -0.1 0.1 -0.2
O -4.377 0.728 -2.047 0.0 0.1 0.0
H -0.385 -0.369 3.986 0.0 0.0 0.0
H -3.739 -1.120 3.626 0.0 0.0 0.0
H -5.424 -2.511 2.345 0.0 0.0 0.0
H -5.588 -2.162 -0.129 0.0 0.0 0.0
H -3.726 -2.187 -1.930 0.1 -0.1 0.1
C 0.601 3.711 -3.792 0.0 0.0 0.1
C 0.266 2.246 -3.750 0.1 0.0 -0.1
C 0.680 1.365 -4.744 0.0 0.0 0.0
C 0.394 0.015 -4.648 0.0 0.1 0.1
C -0.306 -0.399 -3.526 -0.1 0.0 0.1
Br -0.740 -2.241 -3.333 0.0 0.0 0.0
N -0.715 0.402 -2.572 -0.1 0.0 0.0
C -0.438 1.703 -2.688 0.0 -0.2 0.0
H 0.787 4.047 -4.811 0.0 0.0 0.0
H 1.498 3.910 -3.200 0.0 0.0 0.0
H -0.211 4.308 -3.376 0.0 0.0 0.0
H 1.234 1.740 -5.598 0.0 0.0 0.0
H 0.700 -0.695 -5.401 0.0 0.0 0.0
H -0.793 2.336 -1.879 0.0 0.0 0.0
```
Forces are in eV/Å.

Results
Net charge: -1
ΔE to the lowest compared entry with this formula, charge and spin, kcal per mole: 13.7
Orbital gap, eV: 7.986
E_LUMO, eV: 2.38
HOMO energy, eV: -5.61



Below is one molecule with the formula C21H19NO, with properties calculated with ωB97M-V/def2-TZVPD.

Structure (XYZ):
```
42
Properties=species:S:1:pos:R:3:forces:R:3
O 0.056 -0.093 1.836 1.4 0.1 2.5
C 2.738 3.679 -0.332 0.3 -1.1 -0.3
C 3.215 -3.674 0.309 -0.5 1.0 0.1
C -4.626 0.976 3.596 1.5 0.4 -0.9
C 2.725 2.619 -1.274 -0.3 0.3 0.5
C 2.257 3.464 0.963 0.0 -0.2 -1.3
C 3.907 -2.479 0.537 -1.2 -0.2 -0.1
C 1.830 -3.649 0.166 0.1 -1.1 0.2
C -4.010 2.200 3.178 -0.4 -2.0 0.3
C -4.255 -0.235 2.959 -0.1 1.5 0.0
C 2.159 1.390 -0.919 -0.2 0.8 0.6
C 1.662 2.245 1.289 0.2 0.3 0.1
C 3.196 -1.274 0.694 -1.0 -1.4 -0.4
C 1.099 -2.491 0.305 0.3 0.4 0.0
C -3.019 2.159 2.196 -0.7 -0.3 -0.1
C -3.299 -0.248 1.936 0.5 1.4 0.5
C 1.591 1.206 0.359 0.1 1.0 0.2
C 1.763 -1.287 0.591 0.4 -0.6 -0.8
C -2.621 0.960 1.593 -0.3 -1.1 -0.1
N -0.578 -0.121 0.607 -1.0 -1.5 -1.6
C 0.908 -0.065 0.724 -0.5 1.0 0.0
C -2.039 1.249 -0.878 -0.1 0.0 -0.1
C -1.483 1.035 0.551 -0.1 0.4 -1.2
H 3.193 4.622 -0.614 -0.1 0.0 0.1
H 3.720 -4.611 0.251 0.4 -0.4 -0.2
H -5.298 0.960 4.446 -0.1 0.1 -0.2
H 3.134 2.758 -2.288 -0.2 0.0 0.6
H 2.300 4.270 1.669 0.0 0.2 0.4
H 4.981 -2.525 0.550 0.2 0.3 0.2
H 1.299 -4.593 -0.005 0.2 0.4 0.0
H -4.287 3.131 3.651 0.0 0.1 -0.1
H -4.755 -1.134 3.273 0.0 -0.3 0.0
H 2.107 0.602 -1.642 0.0 -0.4 -0.2
H 1.259 2.151 2.296 0.0 -0.3 -0.3
H 3.816 -0.419 0.856 -0.3 0.8 0.1
H 0.016 -2.524 0.150 0.4 0.3 0.2
H -2.650 3.106 1.827 0.5 0.0 0.1
H -3.019 -1.181 1.477 0.1 -0.1 -0.1
H -1.318 1.457 -1.688 0.3 -0.4 0.7
H -2.642 0.384 -1.188 0.0 0.3 0.1
H -2.650 2.160 -0.873 -0.2 -0.3 0.2
H -0.935 1.910 0.817 0.6 0.9 0.2
```
Forces are in eV/Å.

Results
ΔE to the lowest compared entry with this formula, charge and spin, kcal per mole: 2.1
Orbital gap, eV: 9.554
E_LUMO, eV: 0.81
HOMO energy, eV: -8.74



Below is a 2-piece molecular cluster, C2H3ClFI overall, with properties calculated with ωB97M-V/def2-TZVPD.

Structure (XYZ):
```
8
Properties=species:S:1:pos:R:3:forces:R:3
C 1.015 -0.641 1.748 2.5 -2.2 1.8
C 0.329 -0.637 0.669 -1.4 2.3 -1.9
F 0.003 0.587 0.107 -0.1 -1.0 0.5
Cl -0.386 -1.877 -0.183 -0.1 -0.9 -0.6
I -1.988 2.519 -3.951 0.2 -1.2 1.2
H -1.832 1.318 -2.742 -0.1 1.2 -1.2
H 1.584 -1.515 2.123 -1.2 0.3 -0.2
H 1.275 0.245 2.230 0.3 1.5 0.4
```
Forces are in eV/Å.

Results
ΔE to the lowest compared entry with this formula, charge and spin, kcal per mole: 18.3
Orbital gap, eV: 10.305
E_LUMO, eV: 0.34
HOMO energy, eV: -9.96



Below is C8H10 as an isolated structure, with properties calculated with ωB97M-V/def2-TZVPD.

Structure (XYZ):
```
18
Properties=species:S:1:pos:R:3:forces:R:3
C 1.463 0.780 0.065 3.4 2.5 -1.9
C 1.550 -0.819 -0.044 2.9 3.0 2.1
C 0.116 -0.947 -0.248 -1.0 -3.9 1.9
C -0.565 0.148 -1.036 1.4 -0.2 -1.9
C -2.082 -0.051 -0.680 3.0 0.7 1.5
C -2.023 -0.142 0.653 -0.9 1.0 3.3
C -0.579 -0.081 0.927 3.2 -0.3 1.9
C 0.046 1.128 -0.036 -4.9 -0.4 3.0
H 1.918 1.152 1.063 -0.3 -0.1 -2.1
H 1.819 1.289 -0.976 0.6 -0.9 2.6
H 2.325 -1.280 -0.735 -1.3 0.9 0.4
H 1.955 -1.073 1.031 -1.2 -0.3 -1.9
H 0.074 -2.079 -0.428 -1.9 1.4 0.2
H 0.043 0.306 -1.943 -1.8 -0.2 -1.2
H -2.778 -0.274 -1.367 -2.7 -0.2 -2.1
H -2.630 -0.029 1.721 0.6 -0.8 -3.7
H -0.095 -0.231 2.004 -1.4 0.4 -2.0
H -0.558 2.205 0.030 2.3 -2.6 0.0
```
Forces are in eV/Å.

Results
ΔE to the lowest compared entry with this formula, charge and spin, kcal per mole: 135.3
Orbital gap, eV: 9.761
E_LUMO, eV: 1.10
HOMO energy, eV: -8.66